No. 1
Molecular formula: C87H200F15N7O25P4S9
Method: DFT, ωB97M-V/def2-TZVPD

Computed properties:
HOMO-LUMO gap   0.3692 Ha
HOMO   -12.69 eV
Calculated total energy   -12145.75464 Eh
Molar mass   2442.050 g/mol
F_max   0.093 hartree/bohr

```
! wB97M-V def2-TZVPD RIJCOSX def2/J DEFGRID3
* xyz 2 1
C -1.010 -3.640 -5.551
C -1.623 -2.535 -6.456
C -0.659 -1.367 -6.842
C -0.134 -0.531 -5.739
P 1.463 0.330 -6.034
C 1.371 1.358 -7.584
C 1.526 0.633 -8.946
C 1.322 1.589 -10.180
C 1.570 0.926 -11.552
C 1.894 1.386 -4.644
C 0.755 2.367 -4.202
C 1.128 3.177 -2.992
C 2.359 4.088 -3.291
C 2.778 -0.800 -6.352
C 4.170 -0.181 -6.529
C 5.282 -1.193 -6.945
C 6.677 -0.508 -6.957
H -1.783 -4.425 -5.526
H -0.959 -3.234 -4.474
H -0.076 -4.004 -5.947
H -2.511 -2.118 -5.965
H -1.812 -2.930 -7.477
H -1.192 -0.676 -7.498
H 0.143 -1.867 -7.385
H 0.003 -1.089 -4.864
H -0.856 0.182 -5.370
H 2.115 2.132 -7.425
H 0.415 1.813 -7.532
H 0.740 -0.066 -9.004
H 2.491 0.092 -9.030
H 2.071 2.408 -10.194
H 0.336 2.099 -10.030
H 0.989 -0.003 -11.660
H 2.618 0.694 -11.719
H 1.229 1.564 -12.355
H 2.795 1.955 -4.927
H 2.106 0.714 -3.789
H -0.118 1.780 -3.907
H 0.560 3.079 -5.040
H 1.302 2.679 -2.037
H 0.266 3.836 -2.755
H 2.069 4.938 -3.911
H 3.115 3.490 -3.792
H 2.750 4.469 -2.344
H 2.538 -1.317 -7.265
H 2.836 -1.600 -5.616
H 4.555 0.069 -5.491
H 4.153 0.752 -7.106
H 5.052 -1.763 -7.839
H 5.246 -2.041 -6.247
H 6.671 0.187 -7.756
H 7.421 -1.296 -7.147
H 6.862 -0.061 -5.939
C 0.113 9.919 -0.387
C 0.441 8.467 0.016
C -0.049 8.166 1.391
C 0.012 6.634 1.686
P -0.379 6.247 3.341
C -0.813 4.467 3.219
C -1.122 3.643 4.527
C -2.608 3.148 4.750
C -2.786 2.370 6.040
C 1.185 6.636 4.243
C 1.206 6.221 5.746
C 1.730 4.788 5.846
C 1.666 4.219 7.229
C -1.731 7.221 3.947
C -1.271 8.537 4.598
C -2.361 9.569 4.867
C -1.667 10.786 5.555
H 0.391 10.616 0.407
H -0.984 10.058 -0.534
H 0.507 10.096 -1.331
H 1.554 8.354 -0.120
H 0.040 7.828 -0.689
H -1.098 8.523 1.578
H 0.572 8.674 2.143
H 1.017 6.296 1.445
H -0.644 6.030 0.958
H 0.046 4.072 2.666
H -1.710 4.559 2.601
H -0.789 4.116 5.464
H -0.430 2.759 4.447
H -2.897 2.503 3.926
H -3.374 3.969 4.694
H -3.660 1.743 5.871
H -2.941 2.828 6.944
H -1.930 1.677 6.162
H 1.253 7.693 4.048
H 1.970 6.169 3.654
H 0.200 6.242 6.161
H 1.902 6.808 6.295
H 2.760 4.587 5.432
H 1.068 4.236 5.160
H 2.053 3.203 7.314
H 0.637 4.223 7.615
H 2.340 4.732 7.911
H -2.284 6.564 4.651
H -2.344 7.397 3.058
H -0.513 8.923 3.979
H -0.783 8.224 5.542
H -3.213 9.116 5.417
H -2.746 9.915 3.892
H -0.739 11.004 5.000
H -1.403 10.502 6.591
H -2.215 11.756 5.576
C 1.978 -4.400 1.307
C 3.373 -4.822 0.754
C 4.310 -5.258 1.904
C 4.723 -3.958 2.783
P 5.295 -4.335 4.468
C 3.986 -5.190 5.418
C 2.615 -4.567 5.316
C 1.614 -5.081 6.352
C 1.000 -6.403 5.962
C 6.607 -5.632 4.321
C 7.765 -5.103 3.506
C 9.100 -5.855 3.813
C 9.636 -5.534 5.122
C 5.890 -2.766 5.263
C 6.337 -2.882 6.718
C 5.325 -2.163 7.661
C 5.730 -2.030 9.127
H 1.255 -4.302 0.511
H 1.970 -3.590 1.973
H 1.631 -5.266 1.904
H 3.780 -4.003 0.188
H 3.131 -5.577 0.033
H 5.183 -5.770 1.532
H 3.763 -5.890 2.515
H 3.800 -3.351 2.853
H 5.458 -3.372 2.145
H 4.304 -5.406 6.453
H 4.129 -6.231 5.036
H 2.170 -4.613 4.326
H 2.796 -3.503 5.514
H 0.849 -4.350 6.533
H 2.038 -5.204 7.360
H 1.774 -7.195 5.739
H 0.380 -6.277 5.092
H 0.458 -6.878 6.780
H 6.092 -6.438 3.807
H 6.891 -6.024 5.329
H 7.941 -3.992 3.641
H 7.704 -5.183 2.409
H 9.813 -5.651 3.020
H 8.774 -6.920 3.861
H 8.978 -5.980 5.840
H 9.623 -4.441 5.273
H 10.603 -5.788 5.381
H 5.108 -2.019 5.072
H 6.804 -2.483 4.689
H 7.353 -2.517 6.812
H 6.255 -3.934 6.996
H 4.392 -2.767 7.596
H 5.173 -1.148 7.215
H 6.591 -1.423 9.147
H 5.929 -2.886 9.681
H 4.928 -1.518 9.784
C -1.647 -4.393 4.212
C -1.374 -4.344 2.692
C -2.432 -5.043 1.892
C -1.982 -5.192 0.456
P -2.766 -6.429 -0.625
C -2.562 -8.053 0.118
C -2.766 -9.284 -0.809
C -2.246 -10.555 -0.131
C -2.358 -11.702 -1.126
C -4.565 -6.326 -0.813
C -5.286 -5.699 0.359
C -6.828 -5.859 0.256
C -7.335 -4.993 1.368
C -1.886 -6.447 -2.178
C -0.359 -6.663 -2.019
C 0.394 -6.767 -3.374
C -0.075 -7.934 -4.259
H -1.862 -5.434 4.532
H -2.539 -3.824 4.468
H -0.726 -4.049 4.702
H -0.429 -4.874 2.630
H -1.290 -3.282 2.355
H -3.326 -4.452 2.023
H -2.714 -5.989 2.309
H -0.935 -5.447 0.481
H -2.124 -4.186 -0.012
H -3.235 -8.125 0.993
H -1.536 -8.121 0.462
H -2.188 -9.200 -1.705
H -3.807 -9.398 -1.076
H -2.785 -10.712 0.769
H -1.231 -10.488 0.199
H -1.884 -12.629 -0.733
H -1.875 -11.307 -2.003
H -3.384 -11.991 -1.292
H -4.980 -7.321 -0.944
H -4.723 -5.710 -1.646
H -4.947 -4.705 0.506
H -5.021 -6.224 1.305
H -7.113 -6.906 0.305
H -7.179 -5.448 -0.705
H -7.000 -3.970 1.254
H -7.042 -5.304 2.370
H -8.400 -5.078 1.340
H -2.089 -5.545 -2.757
H -2.174 -7.247 -2.819
H -0.125 -7.528 -1.380
H 0.158 -5.820 -1.520
H 1.460 -6.907 -3.151
H 0.263 -5.773 -3.852
H 0.086 -8.998 -4.000
H 0.424 -7.835 -5.229
H -1.121 -7.770 -4.574
C -8.664 5.123 0.180
N -7.263 5.635 -0.185
C -7.343 6.792 -1.099
C -6.454 5.955 1.081
C -6.621 4.560 -0.998
C -5.152 4.717 -1.392
O -4.920 3.587 -2.177
H -9.271 5.286 -0.716
H -9.133 5.641 1.007
H -8.560 4.093 0.462
H -7.943 6.508 -2.023
H -6.402 7.187 -1.362
H -7.873 7.582 -0.550
H -5.488 6.408 0.769
H -6.299 4.972 1.576
H -7.093 6.557 1.731
H -7.214 4.504 -1.921
H -6.804 3.591 -0.474
H -4.421 4.745 -0.562
H -5.060 5.656 -1.889
H -4.009 3.699 -2.553
C 0.097 1.348 0.958
N -0.866 0.272 0.503
C -0.118 -0.977 0.237
C -1.808 -0.071 1.632
C -1.628 0.612 -0.744
C -2.046 2.154 -1.001
O -2.938 2.760 -0.030
H 0.817 1.417 0.110
H 0.596 1.012 1.879
H -0.526 2.211 1.191
H -0.796 -1.754 -0.113
H 0.409 -1.353 1.078
H 0.536 -0.752 -0.559
H -1.919 0.786 2.312
H -1.466 -0.875 2.283
H -2.717 -0.364 1.198
H -2.536 -0.025 -0.924
H -1.008 0.320 -1.546
H -2.599 2.094 -1.928
H -1.198 2.808 -1.099
H -3.686 2.212 0.277
C 4.645 0.327 1.620
N 5.754 1.111 2.308
C 5.039 1.689 3.547
C 6.841 0.178 2.755
C 6.306 2.152 1.468
C 6.561 1.944 -0.024
O 7.522 0.830 -0.189
H 3.972 1.083 1.226
H 4.145 -0.185 2.395
H 5.008 -0.352 0.824
H 4.667 0.877 4.172
H 4.203 2.280 3.225
H 5.802 2.303 4.036
H 6.342 -0.562 3.426
H 7.541 0.798 3.302
H 7.302 -0.276 1.837
H 7.261 2.418 1.904
H 5.689 3.016 1.609
H 6.976 2.961 -0.264
H 5.674 1.702 -0.645
H 7.205 0.319 -0.879
C -5.834 1.212 -4.963
N -4.604 1.009 -5.716
C -3.609 0.610 -4.694
C -4.800 -0.098 -6.813
C -4.282 2.326 -6.333
C -3.053 2.367 -7.278
O -1.867 2.009 -6.701
H -6.672 1.464 -5.675
H -5.754 1.934 -4.130
H -6.005 0.176 -4.569
H -3.693 1.345 -3.853
H -2.662 0.490 -5.209
H -3.939 -0.337 -4.292
H -3.804 -0.332 -7.145
H -5.473 0.351 -7.519
H -5.219 -0.941 -6.261
H -4.187 3.083 -5.516
H -5.142 2.562 -6.932
H -3.095 3.385 -7.639
H -3.218 1.744 -8.167
H -1.619 2.772 -6.143
N -5.455 1.704 1.019
S -6.316 0.633 0.071
O -7.552 1.077 -0.524
O -6.320 -0.722 0.632
F -5.324 0.538 -1.071
S -5.974 2.560 2.127
O -7.266 3.213 2.084
O -4.905 3.372 2.603
F -6.358 1.500 3.249
N -2.913 5.790 -3.171
S -2.361 5.286 -4.625
O -2.283 3.844 -4.706
O -1.194 5.913 -5.212
F -3.662 5.628 -5.411
S -2.467 7.052 -2.325
O -1.293 7.789 -2.631
O -2.770 6.734 -0.895
F -3.576 8.172 -2.752
N 2.050 -1.541 -1.997
S 1.506 -2.995 -2.481
O 0.120 -3.069 -2.155
O 2.334 -4.062 -2.159
F 1.510 -2.847 -4.016
S 3.619 -1.253 -1.995
O 4.421 -1.957 -1.008
O 3.764 0.165 -2.008
F 4.186 -1.814 -3.374
C 4.113 5.603 1.635
F 4.720 5.144 2.685
F 3.505 6.748 1.986
F 4.888 5.712 0.608
S 2.785 4.404 1.152
O 3.591 3.243 0.718
O 2.013 4.209 2.422
O 2.077 5.011 0.060
C 1.284 -0.847 5.960
F 1.835 -1.946 6.658
F 0.047 -0.705 6.425
F 1.935 0.216 6.410
S 1.550 -0.982 4.186
O 2.971 -1.284 4.101
O 0.704 -2.043 3.735
O 1.313 0.378 3.639
C -5.744 -3.087 -2.575
F -6.120 -4.307 -3.082
F -6.614 -2.171 -3.117
F -5.936 -3.134 -1.254
S -3.968 -2.742 -2.779
O -3.758 -1.471 -2.103
O -3.260 -3.789 -2.132
O -3.821 -2.673 -4.181
*
```

No. 2
Molecular formula: C10H33B2F3N2O7SV
Method: DFT, ωB97M-V/def2-TZVPD

Computed properties:
Relative energy (zero: lowest compared OMol25 entry of this formula, charge and spin)   0.000 eV
HOMO-LUMO gap (alpha / beta)   0.2500 / 0.2523 Ha
HOMO (alpha / beta)   -2.02 / -2.08 eV
Calculated total energy   -2728.42277 Eh
Molar mass   455.010 g/mol
F_max   0.070 hartree/bohr

```
! wB97M-V def2-TZVPD RIJCOSX def2/J DEFGRID3
* xyz -2 2
O -0.150 0.362 0.083
V 0.174 0.770 1.573
B 2.029 2.113 1.004
H 2.381 1.021 1.176
H 2.964 2.848 1.028
H 1.392 2.253 0.015
H 1.370 2.474 1.888
B 0.422 0.447 3.881
H -0.211 -0.452 3.516
H -0.208 1.397 3.704
H 0.786 0.254 4.995
H 1.307 0.497 3.141
C -3.428 -2.606 2.829
F -3.239 -3.556 1.887
F -4.686 -2.779 3.280
F -2.610 -2.850 3.850
S -3.230 -0.916 2.072
O -3.532 -0.017 3.157
O -1.814 -0.860 1.705
O -4.123 -0.899 0.936
C -1.088 3.502 1.053
O -1.314 2.324 1.738
H -2.036 4.070 0.951
H -0.336 4.161 1.515
H -0.867 3.281 -0.010
C 2.214 2.246 -4.779
C 1.686 2.631 -3.395
C 0.537 1.685 -3.033
O -0.580 1.770 -3.885
C -1.416 0.642 -3.857
N 2.748 2.473 -2.412
H 2.755 1.301 -4.816
H 2.961 3.011 -5.047
H 1.442 2.355 -5.540
H 1.245 3.636 -3.451
H 0.227 2.088 -2.055
H 0.925 0.677 -2.857
H -1.741 0.429 -2.830
H -0.979 -0.255 -4.305
H -2.340 0.957 -4.346
H 2.451 2.802 -1.496
H 3.525 3.037 -2.738
C 0.512 -3.472 2.595
C 1.018 -2.937 1.255
C -0.115 -3.045 0.256
O 0.277 -2.593 -1.010
C -0.778 -2.725 -1.929
N 1.345 -1.523 1.527
H 1.013 -3.063 3.472
H 0.498 -4.566 2.612
H -0.522 -3.155 2.740
H 1.876 -3.478 0.840
H -1.038 -2.636 0.672
H -0.377 -4.127 0.233
H -1.086 -3.783 -1.971
H -0.433 -2.404 -2.909
H -1.674 -2.177 -1.620
H 1.939 -1.209 0.762
H 1.931 -1.428 2.351
*
```